{"formula": "C14H18FeN2O4", "method": "wB97M-V/def2-TZVPD", "elements": ["Fe", "O", "C", "C", "O", "H", "H", "H", "H", "O", "C", "C", "O", "H", "H", "H", "H", "N", "C", "C", "C", "C", "C", "H", "H", "H", "H", "H", "N", "C", "C", "C", "C", "C", "H", "H", "H", "H", "H"], "positions_angstrom": [[12.39120, 9.02788, -2.68229], [13.12180, 6.98266, -3.02678], [14.25201, 6.88392, -2.19856], [14.23303, 7.95726, -1.02731], [13.98981, 9.36791, -1.28839], [15.14760, 6.99747, -2.80939], [14.42726, 5.87213, -1.83293], [15.21569, 7.97092, -0.55583], [13.49960, 7.73122, -0.25330], [10.45024, 8.23886, -2.88714], [9.03700, 8.43975, -2.84797], [8.19699, 7.32616, -3.71766], [8.60948, 5.93270, -3.61315], [8.95961, 9.46789, -3.20156], [8.69800, 8.45625, -1.81216], [8.26894, 7.62792, -4.76258], [7.12783, 7.37746, -3.51180], [13.03583, 9.74213, -4.62834], [14.36160, 9.86759, -4.91213], [14.91789, 10.31988, -6.10538], [14.02345, 10.68499, -7.09347], [12.66509, 10.48459, -6.87586], [12.17197, 9.99209, -5.68060], [15.11163, 9.59606, -4.18403], [15.95911, 10.59627, -6.18201], [14.35957, 11.17035, -7.99781], [11.85933, 10.78107, -7.53105], [11.09428, 10.02157, -5.61634], [11.67811, 11.05208, -2.07672], [10.81394, 11.27021, -1.04255], [10.33852, 12.52379, -0.64566], [10.83982, 13.63521, -1.27144], [11.79667, 13.45339, -2.30066], [12.12216, 12.15488, -2.80372], [10.45034, 10.40223, -0.51261], [9.55737, 12.57528, 0.09835], [10.57038, 14.63884, -0.97730], [12.16153, 14.28011, -2.89211], [12.87337, 11.98129, -3.55998]], "e_homo_ev": [4.35, 3.41], "fmax_ev_per_a": 4.0, "orbital_gap_ev": [2.150, 3.035], "charge": -3, "s2": 8.7901, "spin_multiplicity": 6, "e_tot_ev": -60356.4048, "molar_mass_g_mol": 334.2}


{"formula": "C14H18MnN2", "method": "wB97M-V/def2-TZVPD", "elements": ["C", "C", "C", "C", "C", "Mn", "C", "C", "C", "N", "H", "H", "H", "H", "H", "H", "H", "H", "H", "H", "C", "C", "C", "C", "C", "C", "N", "H", "H", "H", "H", "H", "H", "H", "H"], "positions_angstrom": [[1.68229, -1.22802, -2.21683], [0.29039, -1.25827, -2.51145], [-0.36344, -2.00653, -1.50096], [0.62116, -2.44862, -0.55853], [1.90966, -1.98753, -1.01242], [0.88877, -0.31385, -0.32034], [-0.92532, 1.59925, -1.48041], [0.31458, 1.81809, -1.92585], [1.25857, 2.40222, -2.65049], [2.22826, 0.62028, -0.16079], [-1.43039, -2.21591, -1.46290], [-0.18494, -0.78549, -3.37114], [0.46212, -3.09979, 0.29228], [2.86133, -2.21999, -0.55247], [2.44416, -0.73805, -2.81540], [-1.59758, 0.87684, -1.96842], [3.05668, 1.17442, 0.07539], [-1.38437, 2.21021, -0.69008], [1.01875, 3.20731, -3.36153], [2.31937, 2.12892, -2.58811], [-1.72954, -2.26456, 1.51425], [-1.41759, -0.88677, 1.90601], [-2.08516, -0.17505, 2.93242], [-1.48974, 1.09591, 3.00547], [-0.46588, 1.12556, 2.02306], [0.40332, 2.26867, 1.70114], [-0.43476, -0.08096, 1.35689], [-2.04499, -2.33962, 0.46657], [-2.55932, -2.63203, 2.13293], [-0.88137, -2.93290, 1.68785], [-2.89901, -0.58056, 3.52214], [-1.73890, 1.92513, 3.65810], [0.24057, 2.62693, 0.67044], [0.16311, 3.08746, 2.39280], [1.46918, 2.02730, 1.81039]], "e_homo_ev": [3.48, -0.87], "fmax_ev_per_a": 5.4, "orbital_gap_ev": [2.031, 6.384], "charge": -2, "s2": 9.1713, "spin_multiplicity": 6, "e_tot_ev": -49102.7146, "molar_mass_g_mol": 269.2}


{"formula": "C14H18N2O3", "method": "wB97M-V/def2-TZVPD", "elements": ["C", "C", "O", "C", "C", "C", "C", "O", "N", "N", "C", "C", "C", "O", "C", "C", "C", "C", "C", "H", "H", "H", "H", "H", "H", "H", "H", "H", "H", "H", "H", "H", "H", "H", "H", "H", "H"], "positions_angstrom": [[3.24864, 1.45815, 1.18473], [2.55390, 1.05846, -0.06262], [2.36081, 1.97591, -1.02069], [1.71518, 1.37766, -2.03897], [1.46595, 0.07698, -1.75126], [2.00904, -0.14768, -0.44937], [2.04902, -1.36791, 0.36438], [2.89683, -1.59117, 1.20678], [1.06420, -2.30194, 0.15849], [-0.10402, -2.13408, -0.55488], [-1.07275, -1.22000, -0.23031], [-2.02261, -0.88717, -1.12963], [-3.12190, 0.00247, -0.82790], [-3.94390, 0.33910, -1.65941], [-3.20672, 0.47533, 0.61256], [-1.83593, 0.64683, 1.27018], [-2.00826, 1.01325, 2.74570], [-1.05117, 1.75515, 0.56566], [-1.07916, -0.68470, 1.16680], [3.40062, 0.58181, 1.80723], [2.66567, 2.20276, 1.72681], [4.21400, 1.90067, 0.94557], [1.49113, 1.97574, -2.89912], [0.99042, -0.62876, -2.39865], [1.10536, -3.10108, 0.78456], [-0.08766, -2.45458, -1.51637], [-1.98798, -1.27922, -2.13640], [-3.78412, -0.27657, 1.15953], [-3.77246, 1.40790, 0.63901], [-1.03892, 1.11076, 3.23020], [-2.57923, 0.25082, 3.27138], [-2.53494, 1.95947, 2.84135], [-0.07597, 1.88516, 1.03054], [-1.58996, 2.69720, 0.63155], [-0.90549, 1.51989, -0.48587], [-1.56466, -1.42626, 1.81114], [-0.05839, -0.55487, 1.53257]], "e_homo_ev": -8.76, "smiles": "Cc1occc1C(=O)NNC1=CC(=O)CC(C)(C)C1", "fmax_ev_per_a": 1.1, "orbital_gap_ev": 9.395, "charge": 0, "e_above_lowest_kj_mol": 186.4, "e_tot_ev": -23932.3017, "molar_mass_g_mol": 262.3}


{"formula": "C14H18N2O5", "method": "wB97M-V/def2-TZVPD", "elements": ["N", "C", "C", "C", "C", "C", "C", "C", "C", "C", "O", "N", "C", "C", "C", "C", "O", "O", "C", "O", "O", "H", "H", "H", "H", "H", "H", "H", "H", "H", "H", "H", "H", "H", "H", "H", "H", "H", "H"], "positions_angstrom": [[-0.52395, 3.15180, -0.51129], [-1.21739, 1.93889, 0.05857], [-2.02792, 1.26598, -1.12093], [-2.81143, 0.06751, -0.63067], [-2.18827, -1.18717, -0.53311], [-2.94713, -2.28135, -0.02928], [-4.29701, -2.13961, 0.21266], [-4.84905, -0.86328, 0.20221], [-4.09453, 0.26091, -0.13565], [-0.15564, 0.98467, 0.56971], [-0.22391, 0.40425, 1.64916], [0.90890, 0.91717, -0.23024], [2.02349, 0.04721, -0.18728], [2.87395, 0.37615, 1.11067], [3.97749, -0.60384, 1.10521], [4.82822, -0.28612, -0.14682], [5.25078, 0.81473, -0.29399], [4.99425, -1.22948, -1.09225], [1.67175, -1.45088, -0.31645], [2.40540, -2.17891, -0.97703], [0.68826, -1.90921, 0.48393], [-0.03931, 3.66901, 0.21434], [-1.21459, 3.83802, -0.78932], [-1.89368, 2.17707, 0.91039], [-1.31231, 1.00661, -1.94679], [-2.67945, 2.01062, -1.49846], [-1.23830, -1.39175, -0.95155], [-2.48132, -3.22928, 0.02498], [-4.96053, -2.97484, 0.46458], [-5.87313, -0.78787, 0.58268], [-4.62897, 1.18122, -0.10822], [0.89130, 1.63422, -0.97968], [2.68544, 0.22176, -1.04418], [3.26782, 1.41300, 1.13428], [2.17304, 0.24058, 1.91478], [3.69841, -1.68269, 1.10063], [4.65445, -0.32783, 1.89367], [4.36165, -1.96868, -1.06169], [0.30324, -1.12862, 0.95244]], "e_homo_ev": -9.40, "smiles": "N[C@@H](Cc1ccccc1)C(=O)N[C@@H](CCC(=O)O)C(=O)O", "fmax_ev_per_a": 2.9, "orbital_gap_ev": 9.928, "charge": 0, "e_above_lowest_kj_mol": 110.5, "e_tot_ev": -28028.7120, "molar_mass_g_mol": 294.3}


{"formula": "C14H18N4O2S", "method": "wB97M-V/def2-TZVPD", "elements": ["C", "C", "C", "H", "O", "C", "C", "C", "C", "C", "C", "O", "C", "H", "H", "H", "H", "C", "N", "N", "C", "N", "N", "C", "S", "H", "C", "H", "H", "H", "H", "H", "H", "H", "H", "H", "H", "H", "H"], "positions_angstrom": [[4.05330, -4.20037, 0.45419], [3.89070, -2.97116, -0.25729], [2.52717, -2.42683, -0.81765], [2.50819, -2.76539, -1.80210], [2.86321, -0.99152, -0.55792], [1.63193, -0.45467, -0.72236], [1.69616, 0.71514, -0.10459], [0.67538, 1.85204, -0.38071], [-0.49489, 1.44178, -1.02002], [-0.65394, 0.18129, -1.46227], [0.31240, -0.83067, -1.63569], [0.39195, -2.00982, -2.17671], [-0.80757, -2.40026, -2.25056], [-1.73378, -2.44465, -1.58684], [-1.27114, -1.91707, -3.29112], [-0.79718, -3.70112, -2.54928], [-1.54260, -0.13662, -1.83299], [-1.77436, 2.21560, -0.84182], [-2.84541, 1.97253, 0.03280], [-2.23790, 1.53313, 1.34427], [-1.71340, 2.61677, 2.22297], [-1.34546, 1.81039, 3.25946], [-1.42454, 0.62488, 3.00238], [-1.94973, 0.22890, 1.87132], [-2.14338, -0.88226, 0.92283], [-1.05960, 0.07727, 3.76142], [-1.88139, 4.05633, 2.23537], [-1.22760, 4.48724, 1.37930], [-2.00308, 4.38969, 3.09207], [-2.93059, 4.19090, 1.59387], [-3.18669, 0.99371, -0.27145], [-2.21721, 2.35953, -1.89635], [-1.55148, 3.32894, -0.69138], [0.79363, 2.76271, 0.24047], [2.63504, 1.13574, 0.29491], [1.68972, -2.98174, -0.33637], [4.90720, -2.34104, -0.68999], [4.94936, -4.72978, 0.78666], [3.26759, -4.78952, 0.68117]], "e_homo_ev": -7.59, "fmax_ev_per_a": 14.2, "orbital_gap_ev": 8.260, "charge": 0, "e_above_lowest_kj_mol": 1419.4, "e_tot_ev": -35686.7854, "molar_mass_g_mol": 306.4}


{"formula": "C14H19BNO6Pt", "method": "wB97M-V/def2-TZVPD", "elements": ["Pt", "C", "O", "C", "C", "C", "C", "C", "C", "O", "C", "O", "C", "H", "H", "H", "H", "H", "H", "H", "H", "H", "C", "C", "C", "O", "C", "O", "O", "H", "H", "H", "H", "H", "H", "H", "B", "C", "N", "H", "H", "H"], "positions_angstrom": [[-0.13056, 0.04075, -0.29021], [4.92512, 1.80994, -4.66939], [3.81876, 1.53122, -5.50780], [2.65708, 1.18433, -4.89747], [1.57804, 0.91291, -5.77377], [0.37797, 0.55429, -5.24086], [0.15610, 0.44424, -3.84457], [-1.11806, 0.07386, -3.30167], [-2.30780, -0.23493, -4.17893], [-1.36548, -0.02427, -2.08722], [1.24770, 0.72760, -2.96215], [1.19843, 0.69960, -1.69398], [2.50052, 1.09180, -3.54255], [5.74622, 2.07435, -5.33056], [5.20332, 0.93645, -4.07556], [4.71536, 2.64598, -3.99866], [1.72813, 0.99550, -6.84104], [-0.43086, 0.35194, -5.92763], [-2.13675, -0.13031, -5.24362], [-3.12347, 0.42224, -3.87727], [-2.62437, -1.25530, -3.96201], [3.29727, 1.29219, -2.84185], [-0.15368, 1.69108, 3.49496], [0.62429, 0.43145, 3.13294], [1.38640, -0.11176, 4.33895], [-0.23374, -0.58097, 2.63919], [1.65869, 0.81136, 2.04181], [2.61684, 1.47158, 2.40971], [1.51309, 0.41968, 0.80766], [-0.84270, 1.48775, 4.31978], [-0.72421, 2.04329, 2.63309], [0.54166, 2.47294, 3.79812], [0.69451, -0.32830, 5.15602], [2.12115, 0.62267, 4.66486], [1.90996, -1.02816, 4.06558], [-1.12597, -0.45631, 2.97791], [-4.35360, -1.30827, 1.37526], [-2.91934, -0.91464, 0.83519], [-1.87349, -0.62366, 0.45127], [-4.70646, -2.31405, 0.79442], [-5.08994, -0.36800, 1.15253], [-4.23627, -1.50337, 2.57040]], "e_homo_ev": -5.51, "fmax_ev_per_a": 4.2, "orbital_gap_ev": 8.085, "charge": -1, "e_above_lowest_kj_mol": 85.4, "e_tot_ev": -32525.6490, "molar_mass_g_mol": 503.2}